[1]
Here is the molecule C15H18BrN3O5S3 from OMol25. Energies are from wB97M-V/def2-TZVPD.

Computed properties:
relative energy (zero: lowest compared OMol25 entry of this formula, charge and spin)	0.207	eV
SMILES	CN(CC(=O)NCCc1ccc(S(N)(=O)=O)cc1)S(=O)(=O)c1ccc(Br)s1
spin multiplicity	1

```
45
Properties=species:S:1:pos:R:3:forces:R:3
C -1.8766 -3.5572 1.5526 -0.01 -0.21 0.38
N -1.3140 -2.4611 0.8027 0.21 0.89 0.40
S -0.6891 -1.1452 1.5659 0.31 -0.48 -0.07
O -1.3156 0.0513 1.0480 0.09 -0.40 -0.10
O -0.7467 -1.3509 2.9795 0.09 -0.24 0.10
C 1.0087 -1.0866 1.0991 -0.43 0.04 -0.04
C 2.0564 -1.0129 1.9687 -0.47 -0.14 0.12
C 3.2891 -0.8102 1.3223 0.02 0.09 -0.42
C 3.1329 -0.7134 -0.0282 -0.36 -0.16 0.05
S 1.4940 -0.8801 -0.5303 0.64 -0.38 0.06
Br 4.4780 -0.4578 -1.2838 0.10 0.04 -0.13
H 4.2361 -0.7237 1.8227 0.15 0.00 0.04
H 1.9265 -1.1012 3.0315 -0.03 0.00 0.22
C -1.5783 -2.4043 -0.6128 -0.02 0.02 -0.42
H -1.2879 -3.3527 -1.0776 -0.05 0.17 0.03
C -3.0411 -2.1101 -1.0017 0.36 -0.01 0.43
O -3.6307 -2.7804 -1.8212 -0.07 -0.19 -0.41
N -3.5629 -1.0527 -0.3558 -0.20 0.18 0.23
H -2.9360 -0.4924 0.2125 -0.07 -0.12 -0.10
C -4.7990 -0.4272 -0.7731 -0.15 -0.14 -0.19
H -5.2626 0.0212 0.1076 -0.03 -0.03 -0.07
C -4.5552 0.6538 -1.8536 0.05 -0.10 0.17
C -3.3458 1.4454 -1.4513 -0.07 0.09 -0.14
C -2.1012 1.1203 -1.9813 0.03 0.21 0.05
C -0.9458 1.6198 -1.4083 0.14 -0.01 -0.19
C -1.0446 2.4507 -0.3123 0.31 0.11 0.37
C -2.2698 2.8740 0.1603 -0.17 0.14 -0.01
C -3.4223 2.3714 -0.4153 0.08 -0.01 -0.10
H -4.3881 2.6565 -0.0247 -0.11 0.03 0.06
H -2.3032 3.5430 1.0041 -0.12 0.06 0.12
S 0.3951 2.7562 0.6772 0.64 -0.20 0.60
O 0.8577 4.1077 0.6003 -0.26 0.28 0.02
O 1.3693 1.7231 0.4028 -0.46 0.55 -0.10
N -0.2580 2.5441 2.2050 -0.15 0.23 -0.77
H 0.4228 2.7296 2.9248 0.28 0.18 0.03
H -0.6294 1.6069 2.2793 -0.07 -0.18 0.06
H 0.0312 1.3314 -1.7626 0.08 -0.10 -0.05
H -2.0385 0.4300 -2.8103 0.01 -0.08 -0.09
H -5.4425 1.2821 -1.9308 -0.03 0.01 -0.06
H -4.3830 0.1644 -2.8121 -0.04 0.02 -0.03
H -5.4485 -1.2084 -1.1733 -0.02 0.12 0.13
H -0.9682 -1.6015 -1.0343 -0.07 -0.11 -0.23
H -2.9597 -3.6113 1.4178 0.01 0.04 0.00
H -1.4274 -4.5000 1.2325 -0.01 0.03 0.01
H -1.6506 -3.3790 2.6002 -0.12 -0.24 0.04
```
Forces are in eV/Å.

***

[2]
Here is a cluster of 2 separate species, C15H18F9N2S in total from OMol25. Energies are from wB97M-V/def2-TZVPD.

Computed properties:
spin multiplicity	1
net charge	+1

```
45
Properties=species:S:1:pos:R:3:forces:R:3
F 5.7357 -1.3932 0.1962 -0.20 -0.15 -0.06
C 4.4551 -1.5188 -0.2298 0.10 0.25 -0.03
F 4.5016 -1.9295 -1.5296 0.11 -0.02 0.09
C 3.7042 -2.5571 0.5866 -0.06 -0.09 -0.22
C 2.4177 -3.0944 -0.0848 -0.06 0.00 0.19
C 1.1089 -2.8019 0.6859 -0.12 0.01 -0.17
C 0.0722 -1.9985 -0.1453 0.18 0.10 0.13
C -0.4496 -0.7815 0.5429 0.03 0.10 -0.11
C -0.6184 0.4817 0.0762 0.07 -0.04 -0.17
N -1.0852 1.2446 1.1222 0.00 0.21 0.25
C -1.2004 0.4977 2.2081 0.04 -0.18 0.03
N -0.8252 -0.7317 1.8721 0.01 -0.22 0.01
C 3.8975 -0.0580 -0.3608 -0.02 -0.06 0.02
F 4.6920 0.6230 -1.1773 -0.18 -0.06 -0.06
F 2.6652 -0.1264 -0.9098 0.11 0.02 0.08
S 3.7212 0.9942 1.2254 0.03 -0.17 0.27
F 2.4237 0.1170 1.6242 -0.10 -0.08 -0.04
F 2.7789 2.0063 0.4366 0.05 -0.02 -0.09
F 4.9778 1.8661 0.8977 0.01 0.00 -0.06
F 4.6222 -0.0027 2.0695 -0.12 0.05 -0.04
F 3.4776 1.8419 2.5289 0.00 -0.02 -0.01
H 4.4264 -3.3662 0.7097 0.02 0.06 -0.05
H 3.5010 -2.1807 1.5825 0.05 0.15 0.12
H 2.5226 -4.1710 -0.2093 0.02 0.03 0.01
H 2.3287 -2.6953 -1.0920 0.09 -0.02 -0.06
H 0.6537 -3.7418 1.0009 0.02 0.03 0.00
H 1.3384 -2.2580 1.6008 0.10 0.08 0.07
H 0.5455 -1.6279 -1.0544 -0.09 -0.10 -0.07
H -0.7613 -2.6325 -0.4506 -0.01 0.00 -0.01
H -0.4401 0.8906 -0.9040 0.00 0.02 0.07
H -1.2917 2.2323 1.0947 0.00 0.01 -0.08
H -1.5240 0.8099 3.1870 -0.02 0.06 -0.08
H -0.8082 -1.5251 2.4955 -0.02 0.06 0.09
C -5.9981 3.1884 -1.0124 0.00 0.00 -0.01
C -6.2609 2.7399 -2.2992 0.00 0.00 0.00
C -5.3937 1.8517 -2.9201 0.00 0.01 0.00
C -4.2605 1.4095 -2.2533 0.02 -0.01 0.00
C -3.9993 1.8582 -0.9661 -0.06 0.04 -0.04
C -4.8651 2.7474 -0.3442 0.03 -0.01 0.02
H -6.6756 3.8807 -0.5312 0.00 0.00 0.00
H -7.1447 3.0834 -2.8196 0.00 0.00 0.00
H -5.6007 1.5054 -3.9237 0.00 0.00 0.00
H -3.5851 0.7156 -2.7382 0.00 0.00 0.00
H -3.1167 1.5077 -0.4484 -0.02 -0.05 0.02
H -4.6632 3.0988 0.6605 -0.01 0.00 0.00
```
Forces are in eV/Å.

***

[3]
Here is the molecule C15H18N2O3 in a non-equilibrium geometry from OMol25. Energies are from wB97M-V/def2-TZVPD.

Computed properties:
relative energy (zero: lowest compared OMol25 entry of this formula, charge and spin)	0.261	eV
SMILES	CCCCOC(=O)CCc1nc2ccccc2[nH]c1=O
spin multiplicity	1

```
38
Properties=species:S:1:pos:R:3:forces:R:3
C -6.2337 -1.8607 -0.6898 -0.04 0.26 0.02
C -5.7385 -0.4312 -0.5082 0.23 -0.18 0.01
C -4.2245 -0.3836 -0.3232 -0.01 0.39 0.04
C -3.7273 1.0483 -0.1453 -0.49 -0.22 0.13
H -4.1594 1.4877 0.7599 0.04 -0.01 -0.17
H -3.9813 1.6613 -1.0129 0.03 -0.04 0.09
O -2.3045 1.0966 -0.0538 0.21 0.07 -0.35
C -1.7615 0.8968 1.1485 0.38 0.02 0.38
O -2.3959 0.7013 2.1521 -0.15 -0.05 0.05
C -0.2522 0.9813 1.0987 -0.16 -0.05 -0.12
H 0.0164 2.0351 0.9914 -0.02 -0.03 0.05
H 0.1401 0.6088 2.0458 -0.10 0.04 -0.03
C 0.3355 0.1999 -0.0838 -0.05 0.29 0.04
C 1.8251 0.3154 -0.1024 -0.24 -0.46 0.04
N 2.5374 -0.7297 0.1194 -0.70 0.01 0.01
C 3.9016 -0.6496 0.1100 0.92 0.41 -0.08
C 4.6659 -1.7942 0.3586 0.03 0.27 -0.06
C 6.0396 -1.7210 0.3470 0.06 -0.13 0.03
C 6.6787 -0.5097 0.0867 -0.06 0.05 -0.01
C 5.9483 0.6322 -0.1607 -0.03 0.03 -0.01
C 4.5560 0.5727 -0.1497 0.04 -0.78 0.17
N 3.7715 1.6718 -0.3847 -0.08 0.27 -0.05
C 2.3966 1.6525 -0.3778 0.57 0.37 -0.09
O 1.7543 2.6644 -0.5876 -0.22 -0.08 -0.02
H 4.2159 2.5639 -0.5756 -0.21 -0.13 0.03
H 6.4399 1.5732 -0.3621 0.07 0.09 -0.02
H 7.7572 -0.4647 0.0791 0.09 0.02 0.00
H 6.6296 -2.6037 0.5396 0.04 -0.08 0.02
H 4.1478 -2.7185 0.5567 -0.08 -0.10 0.02
H 0.0676 -0.8545 -0.0141 0.07 0.03 -0.07
H -0.0651 0.6232 -1.0067 -0.02 -0.07 0.00
H -3.9433 -0.9630 0.5585 0.04 -0.04 -0.01
H -3.7299 -0.8241 -1.1920 0.03 -0.04 -0.01
H -6.0155 0.1644 -1.3811 -0.05 0.08 0.01
H -6.2211 0.0132 0.3645 -0.05 0.08 -0.01
H -7.3132 -1.8772 -0.8182 -0.10 -0.10 -0.02
H -5.7765 -2.3148 -1.5661 0.03 -0.10 -0.08
H -5.9817 -2.4638 0.1793 0.01 -0.11 0.07
```
Forces are in eV/Å.

***

Kohn-Sham gap for every record listed, in sequence, given in eV: 9.32 8.84 8.64.
Energy for every record listed, in sequence, given in hartree: -4891.42458 -1988.59932 -917.67180.